No. 1
Computed, not measured: a structure of composition C48H44CoFN5O4PS2Se2, with ωB97M-V/def2-TZVPD.

Properties
F_max: 1.1 eV Å⁻¹
spin multiplicity: 5
LUMO level (alpha / beta): -4.762 / -6.729 eV
molar mass: 1085.9 g/mol
total charge: +2

Last column: Mulliken spin population.
Geometry (Å):
H -0.12 7.70 -5.73  0.00
C 4.16 -3.62 0.09  0.00
H 4.49 0.08 1.18  0.00
O 0.22 0.78 0.14  0.06
C -1.19 -3.91 -2.18  0.00
Co 0.25 0.66 -2.03  2.67
H -1.40 0.31 9.06  0.00
H -5.89 3.12 -5.13  0.00
H 5.59 -4.39 -1.30  0.00
H 0.23 1.60 7.75  0.00
C -4.28 -1.95 -4.61  0.00
C -0.17 5.70 -4.94  0.01
H 1.27 7.09 -7.67  0.00
H 1.41 3.03 -6.33  0.00
C -0.89 -4.65 0.10  0.00
N 0.03 -1.19 8.79  0.00
C 4.57 0.95 4.99  0.00
H -2.50 -5.10 -3.39  0.00
C -2.63 -0.42 -2.96  -0.03
C -4.38 3.73 -3.73  0.01
H -1.22 0.37 2.05  0.00
O 2.18 0.67 -1.78  0.07
C 0.27 0.10 5.09  0.00
C -2.32 -5.88 -1.39  0.00
O 0.20 -1.43 -1.81  0.07
P -0.35 3.13 -3.98  0.00
C 1.44 5.03 -7.12  0.00
H -3.15 1.83 0.59  0.00
H -2.67 4.18 -2.51  0.01
S 0.41 -2.32 -0.61  0.01
C 0.79 0.72 7.43  0.00
C 3.47 0.19 1.51  0.00
C 1.12 -0.17 8.64  0.00
O 4.11 -0.23 -1.10  0.01
C 4.45 0.25 3.67  0.00
H 3.90 -1.18 5.31  0.00
H 5.67 -0.99 5.03  0.00
C -0.74 0.21 4.11  0.00
H 4.07 -4.22 -3.24  0.00
C -4.84 3.13 -4.90  0.00
H 5.31 0.35 3.03  0.00
C 4.69 -0.55 4.92  0.00
C -1.35 -0.29 6.96  0.00
C 2.88 -3.12 0.26  0.00
C 1.00 6.33 -6.95  0.00
C 0.21 6.67 -5.86  0.00
H -5.08 4.20 -3.06  0.00
C 1.58 0.09 4.64  0.00
C 0.26 4.39 -5.13  -0.01
H 1.72 1.07 6.99  0.00
C 0.90 0.33 2.35  0.02
C -2.58 2.54 -5.49  0.02
F -2.04 0.23 4.44  0.00
H 1.17 0.42 9.55  0.00
C -3.99 -0.61 -2.67  0.00
H -1.95 -6.43 0.65  0.00
C 1.16 0.50 0.92  -0.02
H 2.53 -2.79 1.24  0.00
H 1.78 -3.32 -2.94  0.00
C -3.94 2.54 -5.78  0.01
H -1.76 -1.15 6.43  0.00
N 0.01 -0.06 6.47  0.00
H -1.49 1.82 0.10  -0.01
S -4.41 0.24 -1.22  0.00
Se 0.14 3.50 -1.90  0.32
H 0.04 -1.59 9.73  0.00
H -2.99 -6.71 -1.57  0.00
C 2.52 0.32 0.55  -0.01
C -2.05 -4.98 -2.41  0.00
H -2.02 0.56 6.80  0.00
H -4.29 2.08 -6.70  0.00
H -5.87 -1.47 -3.23  0.00
C -2.10 -1.05 -4.08  0.01
H 0.19 -1.95 8.12  0.00
H -1.87 2.10 -6.17  -0.01
H -4.91 -2.54 -5.26  0.00
H -2.10 -1.27 8.74  0.00
H 5.47 1.52 5.16  0.00
H 4.83 -3.68 0.94  0.00
C -1.74 -5.72 -0.14  0.00
H 2.06 4.77 -7.96  0.00
C -0.42 0.30 2.78  0.00
H 2.06 -0.70 8.51  0.00
C -3.03 3.72 -3.43  0.00
C -4.82 -1.36 -3.48  0.00
N 3.25 0.21 2.85  0.00
H -0.43 -4.51 1.07  0.00
C 4.59 -4.01 -1.16  0.00
Se 0.54 1.18 -4.46  0.69
C 1.94 0.22 3.30  0.00
C 2.04 -3.04 -0.83  0.00
C -0.62 -3.76 -0.93  0.00
C 2.45 -3.42 -2.10  0.00
H 3.70 1.41 5.43  0.00
N -1.95 0.41 -2.05  0.04
C -1.30 -0.59 8.46  0.00
H 2.34 -0.05 5.39  0.00
C -2.76 0.82 -1.11  0.00
H -0.79 5.96 -4.09  0.00
C 1.07 4.05 -6.21  0.01
C 3.73 -3.92 -2.26  0.00
C 3.00 0.24 -0.91  0.01
N -2.46 1.67 -0.12  0.00
H -2.52 -2.28 -5.77  0.00
C -2.14 3.12 -4.30  -0.02
H -0.98 -3.19 -2.95  0.00
H -1.05 -0.95 -4.31  0.05
C -2.93 -1.80 -4.90  -0.02


No. 2
Computed, not measured: a cluster of 2 separate species, C8H10 in total, with ωB97M-V/def2-TZVPD.

Properties
SMILES: c1ccccc1.C=C
F_max: 3.2 eV Å⁻¹
LUMO level: 1.072 eV
molar mass: 106.2 g/mol

Last column: natural (NBO) charge in e.
Geometry (Å):
H -0.90 -0.99 -1.03  0.19
H -1.28 0.97 0.15  0.20
C 0.45 -0.72 1.23  -0.22
H 1.48 -2.34 0.30  0.22
C 1.60 0.94 -0.72  -0.21
H -2.71 -1.38 -1.24  0.20
H 0.25 2.50 0.11  0.22
H 2.13 1.45 -1.55  0.23
C 1.24 -1.30 0.24  -0.22
C 0.16 0.60 1.14  -0.22
H -0.43 1.09 1.97  0.22
C -2.09 0.37 -0.11  -0.38
C 0.62 1.44 0.12  -0.23
C -1.90 -0.71 -0.82  -0.38
C 1.82 -0.47 -0.64  -0.22
H 0.05 -1.24 2.11  0.22
H -3.06 0.75 0.07  0.18
H 2.55 -0.97 -1.33  0.21


No. 3
Computed, not measured: a structure of composition C12H18N8OSY, with ωB97M-V/def2-TZVPD.

Properties
F_max: 2.4 eV Å⁻¹
LUMO level: -2.772 eV
molar mass: 411.3 g/mol
total charge: +1

Last column: natural (NBO) charge in e.
Geometry (Å):
N -1.82 -0.66 0.20  -0.91
H -2.08 -1.64 0.21  0.40
C -5.25 0.51 0.81  -0.41
C -1.53 2.23 0.24  0.66
C 4.99 0.39 -1.48  -0.13
H -3.49 -2.31 1.29  0.22
N -2.67 1.48 0.51  -0.61
C 3.22 -1.27 -1.15  0.20
H 0.84 -5.20 -1.25  0.41
Y 0.51 -0.42 0.17  2.06
C 4.99 2.51 -0.40  -0.17
H -3.48 2.02 0.75  0.41
H -5.10 1.44 1.34  0.19
H 5.44 -0.33 -2.16  0.22
H 0.10 -5.24 0.31  0.41
H 3.37 2.87 0.98  0.21
H -5.61 0.72 -0.20  0.21
H 3.88 -2.03 -1.57  0.21
C -4.30 -1.79 0.80  -0.42
C -2.83 0.10 0.49  0.67
O 2.08 0.65 0.73  -0.89
C 3.78 0.05 -0.85  -0.23
H 6.51 1.86 -1.77  0.23
C 3.82 2.19 0.26  -0.24
H 5.45 3.48 -0.21  0.22
S 0.45 -2.76 1.33  -0.43
N 1.62 -2.91 -1.19  -0.43
N -1.70 3.54 0.51  -0.79
H -5.20 -1.98 1.37  0.23
C 5.59 1.61 -1.27  -0.25
H -0.93 4.17 0.40  0.42
C 0.90 -3.45 -0.24  0.29
H -2.48 3.88 1.04  0.41
H -4.43 -2.17 -0.22  0.21
C 3.20 0.96 0.06  0.34
N -0.44 1.72 -0.24  -0.87
H 0.27 2.44 -0.35  0.39
N 0.44 -4.71 -0.48  -0.80
N -4.06 -0.34 0.81  -0.40
N 2.01 -1.59 -0.93  -0.47
H -6.04 -0.01 1.35  0.24


No. 4
Computed, not measured: a structure of composition C6H3O5Sm, with ωB97M-V/def2-TZVPD.

Properties
F_max: 3.9 eV Å⁻¹
spin multiplicity: 8
LUMO level (alpha / beta): -10.326 / -10.139 eV
molar mass: 305.4 g/mol
total charge: +2

Last column: natural (NBO) charge in e.
Geometry (Å):
C 0.24 -0.19 0.72  0.21
C 0.11 -2.35 1.19  0.94
O 3.13 1.34 -0.04  -0.35
H -1.81 0.17 1.50  0.24
O 0.38 -3.51 1.32  -0.50
O 0.94 -1.39 0.75  -0.44
C 0.75 0.85 -0.20  -0.57
O -1.12 -1.81 1.35  -0.44
H 0.68 1.62 0.69  0.37
C 2.23 0.81 -0.59  0.55
C -0.15 1.25 -1.29  0.53
C -1.04 -0.47 1.08  0.07
H 0.22 2.00 -2.00  0.18
Sm -3.25 0.91 -3.13  1.96
O -1.29 0.76 -1.36  -0.74


No. 5
Computed, not measured: a structure of composition C6H8HoLiO6, with ωB97M-V/def2-TZVPD.

Properties
F_max: 3.8 eV Å⁻¹
spin multiplicity: 5
LUMO level (alpha / beta): -0.566 / -1.087 eV
molar mass: 348.0 g/mol

Last column: natural (NBO) charge in e.
Geometry (Å):
O 1.24 -0.61 -1.56  -0.65
O -1.21 -0.33 2.47  -1.03
O -0.56 -1.15 -0.31  -0.63
C 0.11 0.02 -0.87  0.94
H 1.59 -2.60 -1.89  0.18
H 0.04 1.62 2.53  0.18
Li 2.48 -0.41 0.00  0.66
H -1.37 -2.19 -1.91  0.20
O 0.77 0.59 0.27  -0.75
C -0.50 2.13 1.72  -0.13
H 0.14 2.51 -0.53  0.27
C 0.80 -1.86 -2.07  -0.10
H 0.60 -1.78 -3.15  0.20
H 1.17 2.71 0.66  0.18
C -0.47 -2.19 -1.27  -0.10
O -1.84 1.62 1.63  -0.55
H -0.60 3.19 2.00  0.20
O -0.62 0.84 -1.48  -0.77
C -2.18 0.38 2.11  0.44
H -0.39 -3.15 -0.75  0.18
Ho 0.49 -1.39 1.96  1.16
C 0.31 2.05 0.45  -0.10


No. 6
Computed, not measured: a cluster of 3 separate species, C4H12NO2S in total, with ωB97M-V/def2-TZVPD.

Properties
F_max: 4.2 eV Å⁻¹
LUMO level: 1.583 eV
molar mass: 138.2 g/mol
total charge: -1

Last column: natural (NBO) charge in e.
Geometry (Å):
O 3.58 0.80 0.41  -1.09
C 1.21 -0.51 -0.89  0.12
H -1.43 1.58 0.16  0.17
H -1.98 0.19 -1.58  0.19
H -0.03 -0.61 1.82  0.24
O 1.84 -0.96 0.23  -0.87
H 2.76 0.05 0.38  0.49
C -0.80 0.65 0.08  -0.04
S -3.45 -0.68 0.15  -0.03
H -2.83 -2.59 0.18  0.10
H 0.57 -1.36 -1.33  0.06
H 3.15 1.61 0.15  0.43
H -1.34 -1.30 -0.68  0.24
H 1.84 -0.39 -1.82  0.11
N 0.45 0.72 -0.70  -0.66
H 0.04 1.29 1.92  0.21
C -1.83 -0.31 -0.59  -0.58
H 0.18 1.20 -1.56  0.34
C -0.47 0.37 1.57  -0.62
H -1.46 0.24 2.11  0.18


No. 7
Computed, not measured: a cluster of 2 separate species, C3H10S in total, with ωB97M-V/def2-TZVPD.

Properties
SMILES: CC.CS
F_max: 3.6 eV Å⁻¹
LUMO level: 0.931 eV
molar mass: 78.2 g/mol

Last column: natural (NBO) charge in e.
Geometry (Å):
C -1.46 0.98 2.15  -0.63
H 2.01 -0.87 -0.66  0.21
H 0.82 -0.11 -1.75  0.21
H 1.02 -3.17 -1.84  0.20
H 0.14 2.46 0.47  0.15
H -0.07 -2.06 -2.66  0.20
H -0.25 -2.37 -0.98  0.21
S -0.25 1.10 0.58  -0.15
H -2.46 1.12 2.00  0.21
H 2.19 -1.09 -2.39  0.20
C 0.51 -2.17 -1.71  -0.61
C 1.45 -1.00 -1.60  -0.61
H -0.96 1.55 2.86  0.21
H -1.57 0.02 2.53  0.22


No. 8
Computed, not measured: the ion C3H10N4 with charge +2, with ωB97M-V/def2-TZVPD.

Properties
SMILES: C[N+](C=[NH2+])=C(N)N
F_max: 4.1 eV Å⁻¹
LUMO level: -9.237 eV
molar mass: 102.1 g/mol
total charge: +2

Last column: natural (NBO) charge in e.
Geometry (Å):
N 0.85 1.82 -0.72  -0.71
N -1.51 -1.83 0.58  -0.64
H 0.64 1.47 -1.66  0.44
H -0.84 -0.55 1.81  0.24
H -1.44 -2.47 -0.17  0.44
H -0.76 -0.06 -1.96  0.26
C -0.66 -0.88 0.84  0.43
H -0.13 -1.65 -1.78  0.29
C 0.01 -0.60 -1.42  -0.51
N 1.07 1.25 1.48  -0.67
H 1.50 2.09 1.70  0.45
H 0.89 -0.38 -1.97  0.26
H 0.64 2.78 -0.55  0.46
N 0.11 -0.28 -0.06  -0.37
C 0.68 0.96 0.28  0.72
H 0.88 0.80 2.29  0.43
H -1.93 -2.47 1.31  0.48


No. 9
Computed, not measured: a cluster of 9 separate species, C42H91F8N10O16S8 in total, with ωB97M-V/def2-TZVPD.

Properties
F_max: 15.2 eV Å⁻¹
spin multiplicity: 2
LUMO level (alpha / beta): -2.415 / -2.447 eV
molar mass: 1400.8 g/mol

Last column: Mulliken spin population.
Geometry (Å):
N -2.89 5.97 2.31  0.00
C -1.62 0.51 3.29  -0.04
H -4.85 8.05 2.03  0.00
O 2.33 0.50 -7.09  0.00
O 1.10 -1.83 3.23  0.00
N -4.46 0.48 -3.67  0.10
O 4.98 5.94 0.79  0.00
F 11.62 -6.82 -0.65  0.00
H -2.51 -5.58 -1.88  0.00
H 1.75 1.57 -1.88  0.00
O 1.98 1.13 -4.66  0.00
H -4.63 2.18 1.65  -0.06
H -2.67 -7.17 -2.81  0.00
H -3.33 1.41 -2.00  -0.05
C 2.29 2.40 0.74  0.01
H 3.81 3.85 0.56  0.00
C -3.68 6.94 3.31  0.00
C -0.54 1.55 3.39  -0.03
H -5.86 1.41 0.73  -0.04
H 6.49 -2.52 -1.33  0.00
H -0.13 -4.70 -2.27  0.00
C -2.03 -4.01 -4.29  0.02
H -3.36 -2.80 -5.41  -0.01
C 6.17 -2.82 -0.34  0.00
C -3.30 0.90 -2.95  0.60
H -4.60 -2.14 3.01  0.00
C -6.61 -0.26 -2.71  0.01
S 6.24 5.23 0.85  0.00
H 2.06 -5.81 -3.68  0.00
F 7.24 6.42 0.43  0.00
C -3.47 -3.69 -4.79  0.02
C -2.53 -0.36 -4.64  -0.04
H -3.29 1.89 3.66  -0.01
C 3.34 3.02 -1.47  0.00
H -4.13 -1.65 4.69  0.00
C 1.62 -5.90 -2.68  0.00
H -0.72 2.44 2.80  0.02
C -0.09 1.80 4.79  0.00
H -2.95 -1.93 3.29  0.00
C -4.13 4.98 2.04  0.00
C -4.49 0.16 1.85  0.04
O 10.01 -5.03 -0.76  0.00
H -5.27 1.18 4.85  0.00
S 6.10 3.55 2.58  0.00
C -2.80 -5.99 -5.33  0.00
H 2.18 4.10 3.71  0.00
H -6.40 1.22 -4.28  -0.01
H -1.78 -0.79 -5.29  0.01
H 0.01 -5.70 -4.93  0.00
C 1.38 4.67 3.24  0.00
O 9.70 -7.03 -2.10  0.00
O -0.02 -4.69 3.14  0.00
N -2.18 0.34 -3.47  0.17
H -7.18 0.81 2.67  0.00
S 10.02 -6.44 -0.81  0.00
H -2.06 -6.00 -6.13  0.00
C -2.96 0.88 3.88  0.01
O 6.59 2.31 1.99  0.00
F 0.39 1.39 -6.35  0.00
H -4.76 -5.36 -5.56  0.00
H -0.15 -0.16 -3.38  0.01
H 0.32 1.16 2.84  0.00
H 1.75 -6.94 -2.41  0.00
H 0.86 2.35 4.83  0.00
C -3.92 -0.34 -4.68  0.05
H -3.05 0.76 4.96  0.00
H -5.98 1.73 -2.77  0.01
H -6.60 2.30 3.23  0.00
N 1.76 -3.61 4.79  0.00
H 1.73 5.34 2.46  0.00
H -1.34 -0.46 3.70  0.00
C -0.85 0.47 -2.85  0.04
H -4.48 -0.81 -5.47  0.01
H -4.29 4.34 2.91  0.00
H 0.96 5.69 5.10  0.00
C 5.53 -1.59 0.41  0.00
N -4.19 -0.05 3.37  -0.04
H -0.28 -6.38 -1.91  0.00
C -0.77 6.13 3.74  0.00
C -5.35 5.98 1.85  0.00
N 0.68 -0.70 -5.62  0.00
H 4.67 -0.56 -1.37  0.00
H 0.72 0.54 -0.21  0.04
H 0.81 3.97 2.63  0.00
H -0.48 1.50 -2.82  -0.03
H 3.36 0.89 -2.04  0.00
C -5.90 0.84 -3.39  0.00
O 3.48 -2.33 3.54  0.00
H 1.22 2.57 0.79  0.00
H -1.85 7.57 1.37  0.00
H 5.09 -1.98 1.33  0.00
C 0.09 -5.69 -2.67  0.00
H 4.82 1.31 0.26  0.00
H 5.36 -3.53 -0.46  0.00
C 4.03 0.58 0.43  0.00
H -1.33 -3.67 -5.05  0.01
F 6.59 3.45 4.09  0.00
H 2.71 3.61 -2.13  0.00
N 6.98 4.91 2.10  0.00
H -0.97 -0.01 -1.88  0.02
O 4.66 3.72 2.75  0.00
H 6.93 -3.34 0.26  0.00
C 2.42 -4.96 -1.85  0.00
H -3.31 -6.95 -5.26  0.00
H 3.49 -5.13 -1.96  0.00
H 0.20 0.80 5.13  0.00
H -3.97 4.35 1.17  0.01
H 1.63 -0.95 -0.23  0.00
F 1.05 -2.75 -4.33  0.00
O 2.94 -1.46 -4.12  0.00
C 1.56 0.03 0.25  -0.04
H -0.12 4.34 4.69  0.00
H 3.69 -1.44 -0.58  0.00
H -5.03 -0.75 1.60  0.00
C -3.92 -1.56 3.63  0.01
H -1.56 0.35 2.21  0.04
H -3.58 0.23 1.25  0.05
H -6.10 -0.39 4.30  0.00
F 2.17 -1.39 5.25  0.00
H 2.06 -5.17 -0.84  0.00
H -0.33 6.98 3.23  0.00
F 1.55 -6.02 4.22  0.00
O 7.29 -7.26 -0.24  0.00
H 2.62 2.37 1.78  0.00
C -5.49 0.48 4.05  0.00
C 2.76 1.60 -1.48  0.00
H -1.79 -3.51 -3.35  -0.01
H 2.16 4.24 -0.10  0.00
C -5.36 1.37 1.70  0.09
C -5.02 7.21 2.70  0.00
H 1.46 -0.07 1.33  0.00
H 3.97 0.47 1.52  0.00
H -3.75 -5.75 -3.10  0.00
O 6.43 4.26 -0.21  0.00
H -6.27 5.44 2.11  0.00
C -3.79 -4.87 -5.72  0.01
H -1.22 4.62 2.00  0.00
H 2.18 -3.92 -2.07  0.00
C 4.47 -0.73 -0.31  0.00
S 2.13 -2.43 4.03  0.00
H -0.74 2.32 5.49  0.00
H -6.70 -1.10 -3.40  0.00
C -2.75 -6.08 -2.82  0.00
C -2.53 6.78 1.05  0.00
O 2.43 -2.72 -6.21  0.00
N 2.63 1.11 -0.01  -0.01
H -0.70 -7.07 -4.08  0.00
H -5.80 7.59 3.36  0.00
O 8.09 -5.43 1.32  0.00
C -1.62 5.25 2.79  0.00
S 1.40 -4.63 3.43  0.00
C -6.25 1.31 2.94  0.01
C -0.54 -5.99 -4.04  0.00
N -2.02 -5.51 -4.10  -0.01
H -3.61 -4.65 -6.77  0.00
H -1.50 6.43 4.49  0.00
H 4.41 3.07 -1.65  0.00
S 8.31 -6.72 0.62  0.00
H 6.41 -0.98 0.65  0.00
C 2.96 3.50 -0.02  0.00
H -5.49 6.26 0.81  0.00
H -2.08 6.12 0.31  0.00
H -4.21 -3.47 -4.02  -0.01
H -7.61 0.03 -2.38  0.00
H -3.61 6.37 4.24  0.00
H -2.08 4.49 3.42  0.00
S 1.98 -1.76 -5.19  0.00
S 1.56 0.40 -5.84  0.00
O 2.34 -4.81 2.32  0.00
H -3.39 7.23 0.55  0.00
H -6.25 -0.69 -1.78  0.00
N 9.64 -7.33 0.53  0.00
H -3.07 7.81 3.52  0.00
C 0.36 5.24 4.31  0.00
F 7.99 -7.68 1.87  0.00